Run a
The following is a DFT calculation (ωB97M-V with the def2-TZVPD basis set) of 2 unconnected molecules or ions with the total composition C4H13NO.

Cartesian coordinates (Å):
C: -0.3016 -1.4201 -0.5074
C: 0.8556 -0.4557 -0.2647
C: 1.3768 0.0770 -1.5951
C: 0.4067 0.7205 0.6040
N: 0.2733 0.3495 2.0104
H: -1.0154 -1.1094 -1.2721
H: -0.8266 -1.6139 0.4391
H: 0.0632 -2.4055 -0.7821
H: 1.6576 -1.0071 0.2440
H: 2.2476 0.7138 -1.4609
H: 1.6592 -0.7219 -2.2929
H: 0.5895 0.6858 -2.0559
H: -0.5074 1.1081 0.1626
H: 1.1765 1.4969 0.5238
H: 0.6306 1.0161 2.6701
H: 0.5497 -0.5898 2.2464
O: -3.1034 1.3295 0.1986
H: -3.1055 1.3022 1.1619
H: -2.6265 0.5239 -0.0299

Its net charge is 0. The HOMO-LUMO gap comes out at 0.370 Eh. As for the lowest unoccupied orbital energy: 0.03767 hartree.

Run b
The following is a DFT calculation (ωB97M-V with the def2-TZVPD basis set) of 2 unconnected molecules or ions with the total composition C4H13NO.

Cartesian coordinates (Å):
C: -0.1160 0.3424 2.5161
N: 1.0265 0.6966 1.6089
H: -0.1451 -0.7373 2.6022
H: 0.1453 0.7211 3.5038
H: -1.0067 0.8071 2.1142
H: 0.8226 0.3749 0.6269
H: 1.9048 0.3136 1.9508
H: 1.1091 1.7094 1.5067
C: -0.3191 0.2494 -2.6366
O: 0.8504 -0.2855 -2.9521
C: -0.6151 0.0635 -1.0736
C: -0.2056 -1.3532 -0.6766
H: -1.1825 -0.2716 -3.1285
H: -0.4302 1.3460 -2.8023
H: -1.6474 0.2896 -0.7783
H: 0.0317 0.8499 -0.6470
H: 0.2219 -1.4438 0.3381
H: 0.5932 -1.6177 -1.3830
H: -1.0377 -2.0545 -0.6901

Its net charge is 0. The HOMO-LUMO gap comes out at 0.177 Eh. As for the lowest unoccupied orbital energy: -0.02880 hartree.

Run c
The following is a DFT calculation (ωB97M-V with the def2-TZVPD basis set) of 2 unconnected molecules or ions with the total composition C4H13NO.

Cartesian coordinates (Å):
C: 1.3180 1.4591 0.4755
C: -0.0539 1.5276 1.0884
C: -0.8838 0.2494 0.8080
N: -0.1073 -0.9733 0.9589
C: -0.9598 -2.0919 1.3877
H: 1.3579 1.2814 -0.5983
H: 1.9665 2.3122 0.6908
H: 1.8481 0.6143 0.8742
H: -0.0498 1.6447 2.1676
H: -0.6836 2.3396 0.7027
H: -1.6982 0.1734 1.5380
H: -1.3063 0.2966 -0.2047
H: 0.2098 -1.1768 0.0292
H: -1.3503 -1.8265 2.3723
H: -1.8257 -2.2869 0.7570
H: -0.3693 -3.0025 1.4780
O: 0.5449 -0.1010 -3.9266
H: -0.2395 0.3558 -3.5955
H: 1.2605 0.4944 -3.6686

Its net charge is 0. The HOMO-LUMO gap comes out at 0.354 Eh. As for the lowest unoccupied orbital energy: 0.02492 hartree.

Which of them is the most stable, and which is the least stable? run a and run b, in that order.

Run a
The following is a DFT calculation (ωB97M-V with the def2-TZVPD basis set) of 2 unconnected molecules or ions with the total composition C4H13NO.

Cartesian coordinates (Å):
C: 1.2806 0.5698 0.8536
C: 0.0253 0.8740 1.6231
N: -1.1035 0.2018 0.9255
O: 0.0176 0.5182 3.0004
H: 0.9075 0.6207 -0.3383
H: 2.1044 1.1923 1.2012
H: 1.5675 -0.4776 0.9809
H: -0.1985 1.9456 1.5893
H: -1.9997 0.5035 1.2930
H: -1.0457 -0.8013 1.0862
H: 0.6513 -0.1985 3.1311
C: -0.3006 0.1461 -1.7937
C: -0.1279 -1.3518 -2.0445
H: 0.4965 0.7002 -2.2927
H: -1.1830 0.5017 -2.3377
H: -0.8370 0.2806 -0.5941
H: 0.7329 -1.7277 -1.4885
H: -1.0001 -1.9038 -1.6942
H: 0.0123 -1.5938 -3.1005

Its net charge is 0. The HOMO-LUMO gap comes out at 0.342 Eh. As for the lowest unoccupied orbital energy: 0.03237 hartree.

Run b
The following is a DFT calculation (ωB97M-V with the def2-TZVPD basis set) of 2 unconnected molecules or ions with the total composition C4H13NO.

Cartesian coordinates (Å):
C: -0.6818 0.4157 1.8409
C: -0.6772 0.8140 0.3641
C: -0.6544 -0.2639 -0.7524
C: -1.4938 0.2241 -1.9199
N: 0.7119 -0.5408 -1.2513
H: -1.2706 -0.4846 2.0145
H: -0.9931 1.2134 2.5075
H: 0.3419 0.1412 2.1144
H: -1.4810 1.5285 0.1423
H: 0.1793 1.4648 0.1595
H: -0.9983 -1.2334 -0.3835
H: -1.1310 1.2092 -2.2182
H: -2.5660 0.2212 -1.7361
H: -1.3227 -0.4385 -2.7751
H: 1.1679 0.3158 -1.5022
H: 1.2300 -0.8820 -0.4491
O: 2.9269 -1.1698 0.9805
H: 3.6034 -1.8600 1.0745
H: 3.1087 -0.6748 1.7896

Its net charge is 0. The HOMO-LUMO gap comes out at 0.350 Eh. As for the lowest unoccupied orbital energy: 0.02318 hartree.

Which of them is the most stable, and which is the least stable? run b and run a, in that order.

Run a
The following is a DFT calculation (ωB97M-V with the def2-TZVPD basis set) of a gas-phase ion, C8H12N3 (charge +1).

Cartesian coordinates (Å):
C: 1.7776 -1.7233 0.0522
C: 1.0622 -0.4288 0.3949
N: 1.8020 0.8213 0.4309
C: 1.3898 1.9774 -0.0678
N: 0.1798 2.2089 -0.6001
C: -0.8295 1.0708 -0.6030
N: -1.7596 1.3205 0.4737
C: -2.4298 0.3374 0.8541
C: -2.2753 -1.0456 0.3015
C: -1.1879 -1.3522 -0.4010
C: -0.1446 -0.2921 -0.6158
H: 1.1728 -2.5667 0.4733
H: 2.8310 -1.7654 0.5148
H: 2.0260 -1.6695 -1.0735
H: 0.6431 -0.5185 1.3817
H: 2.6708 0.7696 0.8926
H: 1.9889 2.8609 -0.0873
H: -0.2802 3.1275 -0.5820
H: -1.4781 1.0956 -1.4913
H: -3.2645 0.2509 1.6551
H: -3.1324 -1.8179 0.5507
H: -0.9048 -2.3073 -0.7834
H: 0.1429 -0.3537 -1.6705

Its net charge is +1. The HOMO-LUMO gap comes out at 0.371 Eh. As for the lowest unoccupied orbital energy: -0.12284 hartree.

Run b
The following is a DFT calculation (ωB97M-V with the def2-TZVPD basis set) of a gas-phase ion, C8H12N3 (charge +1).

Cartesian coordinates (Å):
C: 2.2543 -0.4696 -1.2856
C: 1.3213 -1.1036 -0.2843
N: 1.3950 -0.4226 1.0162
C: 0.2484 0.2308 1.2563
C: -0.1588 1.1427 2.2569
C: -1.4179 1.7362 2.1603
N: -2.2316 1.4327 1.1671
C: -1.9235 0.5831 0.1228
C: -0.6785 -0.0562 0.1942
N: -0.1485 -0.9864 -0.6688
C: -0.5254 -1.1659 -2.0216
H: 2.0063 -1.0172 -2.2611
H: 3.3315 -0.6045 -1.0750
H: 2.0213 0.6621 -1.5040
H: 1.4121 -2.1649 0.0196
H: 2.0491 -0.5568 1.7008
H: 0.5970 1.3598 2.9691
H: -1.8616 2.4679 2.8970
H: -2.9498 2.0885 0.9575
H: -2.8255 0.4048 -0.4485
H: -0.2471 -0.2353 -2.7612
H: -0.0966 -2.1649 -2.2917
H: -1.5714 -1.1604 -2.1160

Its net charge is +1. The HOMO-LUMO gap comes out at 0.308 Eh. As for the lowest unoccupied orbital energy: -0.12787 hartree.

Which of them is the most stable, and which is the least stable? run b and run a, in that order.

Run a
The following is a DFT calculation (ωB97M-V with the def2-TZVPD basis set) of 2 unconnected molecules or ions with the total composition C4H9O3.

Cartesian coordinates (Å):
C: 2.0343 0.0188 0.6447
O: 1.6588 1.0732 1.5366
H: 1.4494 0.8251 2.4305
H: 2.5474 0.5600 -0.1531
H: 1.1570 -0.4833 0.2425
H: 2.6590 -0.6875 1.1939
C: -1.7478 -0.0219 -0.4492
C: -0.6526 0.8051 -1.1420
C: -1.1302 -1.4060 0.0935
O: -0.3423 -1.4392 1.0586
O: -1.5753 -2.3584 -0.5939
H: -2.4561 0.4661 0.2222
H: -2.3528 -0.4455 -1.2338
H: -0.1029 1.3052 -0.3398
H: -1.0378 1.6515 -1.7210
H: -0.1080 0.1369 -1.7895

Its net charge is -1. The HOMO-LUMO gap comes out at 0.286 Eh. As for the lowest unoccupied orbital energy: 0.14273 hartree.

Run b
The following is a DFT calculation (ωB97M-V with the def2-TZVPD basis set) of 2 unconnected molecules or ions with the total composition C4H9O3.

Cartesian coordinates (Å):
C: 1.1882 -1.7930 0.1861
C: 1.6489 -0.8903 -0.9680
O: 0.2675 -1.1227 1.0232
H: 0.6824 -2.6860 -0.2039
H: 2.0356 -2.0932 0.8080
H: 1.7102 0.1352 -0.6019
H: -0.3922 -0.6940 0.4281
H: 0.9466 -0.9755 -1.7904
H: 2.6671 -1.0723 -1.3170
C: -1.2230 1.9271 0.8658
C: -1.9557 1.1830 -0.2734
O: -1.5641 -0.0049 -0.5433
O: -2.8576 1.7925 -0.8789
H: -0.1675 1.9885 0.5953
H: -1.3727 1.3631 1.7838
H: -1.6137 2.9424 0.8865

Its net charge is -1. The HOMO-LUMO gap comes out at 0.303 Eh. As for the lowest unoccupied orbital energy: 0.14467 hartree.

Run c
The following is a DFT calculation (ωB97M-V with the def2-TZVPD basis set) of 2 unconnected molecules or ions with the total composition C4H9O3.

Cartesian coordinates (Å):
C: 1.1571 -0.8933 -1.1348
C: 1.7419 0.0429 -0.0767
C: -0.1950 -0.2086 -1.6888
O: -1.2195 -0.8256 -1.3106
O: -0.0367 0.8519 -2.3111
H: 1.8439 -0.9512 -1.9887
H: 0.8466 -1.8538 -0.7570
H: 1.6437 -0.1356 0.9961
H: 1.2267 1.0141 -0.0873
H: 2.7830 0.3521 -0.2440
C: -1.0718 0.4357 2.0451
O: -0.6025 0.5084 3.4378
H: 0.1942 0.0074 3.4643
H: -1.1062 1.4423 1.6399
H: -0.4355 -0.1754 1.4245
H: -2.0543 -0.0104 2.2047

Its net charge is -1. The HOMO-LUMO gap comes out at 0.271 Eh. As for the lowest unoccupied orbital energy: 0.13027 hartree.

Run d
The following is a DFT calculation (ωB97M-V with the def2-TZVPD basis set) of 2 unconnected molecules or ions with the total composition C4H9O3.

Cartesian coordinates (Å):
C: 0.6739 2.5056 1.6717
C: -0.4579 1.5790 1.1506
O: -0.4698 1.4277 -0.1021
O: -1.2721 1.1828 1.9982
H: 1.0943 2.2899 2.6188
H: 0.2305 3.5045 1.6296
H: 1.5158 2.5252 0.9691
C: -0.5863 -1.9068 -0.6768
C: 0.6279 -1.7927 -1.6605
O: -1.5208 -0.9069 -0.9137
H: -1.0044 -2.8789 -0.9340
H: -0.2979 -1.9850 0.3736
H: 0.9377 -2.7999 -1.9631
H: -1.2172 -0.0713 -0.4610
H: 1.5215 -1.3983 -1.1887
H: 0.2248 -1.2751 -2.5116

Its net charge is -1. The HOMO-LUMO gap comes out at 0.314 Eh. As for the lowest unoccupied orbital energy: 0.14993 hartree.

Which of them is the most stable, and which is the least stable? run b and run a, in that order.

Run a
The following is a DFT calculation (ωB97M-V with the def2-TZVPD basis set) of a molecular structure, H12LiO6.

Cartesian coordinates (Å):
Li: -3.9570 -2.4890 1.0750
O: -4.5040 -0.8900 -0.2540
H: -3.7230 -0.8240 -0.7660
H: -4.6680 -0.0660 0.2060
O: -1.9450 -2.4810 0.2260
H: -1.8090 -1.6700 -0.2350
H: -1.4320 -2.5650 1.0300
O: -2.9150 -3.9510 2.8650
H: -2.2970 -4.1240 3.5970
H: -3.5950 -4.6000 2.9510
O: -3.6560 -1.0430 2.4410
H: -4.5110 -0.7580 2.9000
H: -3.2760 -1.6950 3.0190
O: -5.9810 -2.6850 1.5960
H: -5.7120 -3.3980 0.9900
H: -6.7270 -2.2790 1.2320
O: -4.4390 -4.3290 0.1090
H: -4.6250 -4.2710 -0.8120
H: -3.6910 -4.9600 0.2860

Its net charge is +1. The HOMO-LUMO gap comes out at 0.447 Eh. As for the lowest unoccupied orbital energy: -0.12341 hartree.

Run b
The following is a DFT calculation (ωB97M-V with the def2-TZVPD basis set) of a molecular structure, H12LiO6.

Cartesian coordinates (Å):
Li: -0.0662 -0.5548 0.4450
O: -0.3192 -1.3258 -1.7000
H: 0.0348 -1.1998 -2.6390
H: -1.3442 -1.3418 -2.0410
O: 0.5188 1.6322 -2.4750
H: 1.2188 1.9432 -1.9060
H: -0.0792 1.2622 -1.8760
O: 0.0718 1.5922 0.1760
H: -0.6752 2.1112 0.1260
H: 0.6248 2.0242 0.7710
O: 2.0608 -0.6848 0.0760
H: 2.5498 -1.3748 -0.2050
H: 2.6228 -0.0808 0.4060
O: -2.1852 -0.9558 0.6540
H: -2.4912 -1.4988 1.4370
H: -3.0592 -0.4198 0.4460
O: -0.0932 -0.3138 2.5530
H: -0.0972 -1.0548 3.1120
H: 0.7068 0.2412 2.6400

Its net charge is +1. The HOMO-LUMO gap comes out at 0.392 Eh. As for the lowest unoccupied orbital energy: -0.12996 hartree.

Which of them is the most stable, and which is the least stable? run a and run b, in that order.